(1)
Computed, not measured: 2 unconnected molecules or ions with the total composition C3H4N2O, with the ωB97M-V functional and the def2-TZVPD basis.

As for the frontier orbital gap: 11.65 eV. As for the SMILES: N=C=O.CC#N. The calculated total energy comes out at -301.45164 hartree. As for the spin multiplicity: 1. As for the HOMO energy: -11.1 eV. The maximum force is 0.124 hartree/bohr. As for the total charge: 0. The calculation puts the energy above the lowest of the compared OMol25 structures with the same formula, charge and spin at 22.33 kcal/mol.

Positions of all 10 atoms, in Å:
C (-2.39, 0.73, -0.20)
H (2.70, -0.98, 0.15)
H (1.70, 0.26, 0.93)
O (-3.36, 0.13, 0.09)
C (1.78, -0.40, 0.06)
C (0.62, -1.27, -0.04)
H (-1.17, 1.89, 0.40)
H (1.87, 0.24, -0.83)
N (-1.43, 1.36, -0.44)
N (-0.32, -1.96, -0.10)

(2)
Computed, not measured: a molecular structure, C19H43N2O3P2Tl, with the ωB97M-V functional and the def2-TZVPD basis.

As for the frontier orbital gap: 6.36 eV. The calculated total energy comes out at -1939.65050 hartree. As for the spin multiplicity: 1. As for the HOMO energy: -12.0 eV. The maximum force is 0.067 hartree/bohr. As for the total charge: +2.

Positions of all 70 atoms, in Å:
C (-0.86, -0.53, -5.08)
H (-1.34, 2.40, -4.83)
H (5.09, 2.40, -1.65)
O (2.71, 1.78, -0.35)
C (-2.41, -0.65, -2.23)
H (0.07, 2.99, -1.36)
H (-2.87, 1.64, -4.31)
P (0.35, -1.01, 2.32)
H (0.47, -1.13, -3.53)
H (-0.82, 4.14, -2.37)
C (-0.38, 3.13, -2.35)
H (5.57, 0.15, -2.42)
H (5.89, -0.42, -0.90)
C (1.13, 1.43, 3.45)
C (0.30, -0.31, 5.09)
H (1.34, -0.58, 5.34)
Tl (0.53, -0.57, -0.32)
H (1.81, 0.25, -4.98)
C (-1.17, -2.02, 2.37)
C (3.70, 1.12, -0.67)
H (-0.90, -3.05, 2.09)
C (0.02, -0.18, -3.88)
C (-1.37, 1.69, 0.82)
C (0.18, 0.25, 3.67)
C (-2.33, -1.55, 1.49)
P (-0.90, 0.39, -2.37)
C (5.08, 1.60, -0.91)
H (1.80, 1.03, -3.39)
H (3.09, -0.84, 3.92)
O (3.65, -0.22, -0.90)
H (1.89, -2.70, 1.79)
H (-1.52, -2.06, 3.42)
H (-2.18, -1.63, -2.68)
H (0.81, 1.69, -4.72)
H (-0.21, -0.98, -5.85)
C (-2.95, -0.85, -0.81)
H (-2.69, -0.55, 1.77)
H (-2.29, 2.23, -1.91)
H (-3.23, 0.10, -0.34)
C (1.77, -2.13, 2.73)
H (5.56, 1.92, 0.01)
C (1.17, 0.76, -4.25)
H (2.72, -0.49, -0.69)
H (3.29, -0.62, 2.17)
N (5.90, 0.43, -1.49)
H (-1.33, 0.35, -5.53)
C (-2.10, 2.37, -4.04)
H (1.40, -2.68, 4.82)
H (-0.86, 0.61, 3.55)
C (3.07, -1.36, 2.96)
H (1.04, 1.87, 2.45)
N (-1.95, -1.52, 0.05)
H (-3.19, -0.17, -2.84)
H (0.61, -3.75, 3.64)
H (0.00, 0.47, 5.79)
H (-1.86, -2.47, -0.26)
H (0.90, 2.21, 4.19)
H (2.18, 1.13, 3.60)
H (-1.63, -1.26, -4.84)
H (-3.18, -2.24, 1.62)
H (0.42, 3.10, -3.09)
O (-1.98, 2.52, 1.33)
H (-0.34, -1.18, 5.27)
H (3.91, -2.07, 2.96)
H (-2.58, 3.35, -4.02)
H (6.88, 0.71, -1.60)
H (-3.85, -1.47, -0.87)
C (1.50, -3.15, 3.83)
H (2.36, -3.83, 3.88)
C (-1.49, 2.12, -2.66)